Entry 1:
16
Properties=species:S:1:pos:R:3:forces:R:3 method="wB97M-V/def2-TZVPD" multiplicity=1 de_lowest_kj_mol=369.2
C 0.08568 -2.09658 -1.26722 0.1 0.0 -0.1
C -0.02587 -0.66022 -0.83296 0.2 -0.2 -0.3
C -1.30544 1.06276 0.66761 -0.9 0.1 0.2
C -0.16113 1.33324 1.53176 0.2 0.1 -0.2
C 0.94100 1.15621 0.52550 0.6 0.1 0.0
C 1.03633 0.04475 -0.30552 -0.1 0.0 0.1
H 1.11060 -2.46364 -1.14425 -0.1 0.1 0.0
H -0.20391 -2.22883 -2.31739 0.0 0.0 0.1
H -0.56031 -2.75966 -0.67838 0.0 0.1 0.0
H -0.88039 -0.10508 -1.19372 0.0 -0.1 0.2
H -1.58576 1.81931 -0.05727 0.1 -0.1 0.0
H -2.00974 0.25740 0.83764 0.1 0.1 0.0
H -0.07092 0.66562 2.39613 0.0 0.0 -0.2
H -0.14101 2.36928 1.89484 -0.1 -0.2 0.0
H 1.72413 1.91665 0.48117 0.0 -0.2 0.1
H 2.04675 -0.31120 -0.53795 -0.1 0.1 0.0



Entry 2:
6
Properties=species:S:1:pos:R:3:forces:R:3 method="wB97M-V/def2-TZVPD" multiplicity=1 de_lowest_kj_mol=337.8
C -0.27594 0.05157 -0.37066 -0.1 3.4 -3.0
H -0.11124 -0.88643 1.94531 2.7 2.5 -2.2
H -1.86095 -0.79343 -0.77432 5.1 -2.1 0.2
O -0.70101 -1.13904 -0.56463 -6.3 -2.5 0.9
O -0.72476 0.85267 -1.20590 1.7 1.1 2.6
S 0.93963 0.22884 0.95107 -3.1 -2.3 1.6



Entry 3:
17
Properties=species:S:1:pos:R:3:forces:R:3 method="wB97M-V/def2-TZVPD" charge=-1 multiplicity=1 de_lowest_kj_mol=98.9
C 2.11505 -0.42939 -0.04849 1.4 1.2 -0.1
C 1.49267 -1.13465 1.11595 -3.3 0.8 -3.1
C 0.29289 0.91465 -1.05598 0.5 3.4 4.4
C 1.45152 0.98468 -0.09010 0.7 0.2 0.2
O -3.33678 -0.14168 -1.21151 -0.8 1.0 0.7
O 3.00662 -0.80815 -0.81383 -1.7 0.4 1.3
O -1.33406 -0.97870 0.26934 0.0 -0.5 -0.5
O -2.89845 0.68701 1.11166 0.1 -0.7 -0.1
O 1.75868 1.87475 0.69983 -0.3 -1.2 -1.1
S -2.74796 -0.62905 0.43930 -1.9 1.3 0.1
H 0.33530 -0.84647 1.11992 2.5 -1.0 0.2
H 1.92453 -0.79754 1.96433 1.5 1.2 2.9
H 1.65092 -2.14679 0.96596 0.0 -2.2 0.1
H -0.05065 1.94800 -1.09726 -0.5 -0.1 -0.4
H 0.72813 0.58946 -1.89929 0.6 -1.7 -3.3
H -0.36255 0.32061 -0.41124 -0.6 -0.4 -1.2
H -4.02586 0.59325 -1.05857 1.8 -1.7 0.0



Entry 4:
25
Properties=species:S:1:pos:R:3:forces:R:3 method="wB97M-V/def2-TZVPD" multiplicity=1 de_lowest_kj_mol=405.4
C 1.17827 -0.64944 -1.28059 0.1 -0.5 -0.2
N 1.00078 0.22188 -0.12117 -0.1 -1.8 4.2
C 0.83380 1.66200 -0.30311 0.0 0.5 0.2
C 0.98940 -0.31274 1.13901 0.9 1.9 -4.2
H 1.18379 -0.08033 -2.20996 0.0 0.1 0.3
H 2.12160 -1.18758 -1.19042 0.0 0.1 0.0
H 0.36761 -1.37693 -1.31434 0.0 0.1 0.0
H 0.88290 1.93926 -1.35589 0.0 -0.2 0.1
H -0.13099 1.96851 0.10035 0.0 0.0 -0.1
H 1.61811 2.19058 0.23823 0.0 0.0 0.0
H 0.89035 0.32709 1.98911 -0.1 0.4 0.3
H 1.14194 -1.36160 1.27498 0.0 -0.5 -0.1
O 3.52939 -0.54979 2.59412 -0.6 1.3 -3.4
C 3.53100 -1.02874 3.72872 -0.2 -0.8 1.8
C 4.74975 -1.15853 4.46616 -0.3 0.0 -0.1
C 4.74927 -1.68717 5.71746 -0.2 -0.1 0.2
C 3.55372 -2.11879 6.31745 -0.1 0.6 -1.4
C 3.55754 -2.65496 7.58733 0.0 -1.4 3.4
N 3.55176 -3.11107 8.66410 0.0 0.7 -1.6
C 2.34724 -1.99893 5.60771 0.2 -0.2 0.5
C 2.32350 -1.47354 4.35547 0.6 0.1 -0.1
H 5.65585 -0.82389 3.99332 0.2 0.1 -0.1
H 5.67253 -1.78061 6.26425 0.2 0.0 0.2
H 1.43609 -2.33235 6.07527 -0.2 -0.1 0.1
H 1.40459 -1.37901 3.80678 -0.3 0.0 -0.2



Entry 5:
19
Properties=species:S:1:pos:R:3:forces:R:3 method="wB97M-V/def2-TZVPD" charge=+1 multiplicity=1 de_lowest_kj_mol=309.7
C -0.62802 0.16048 3.44849 0.9 0.6 -0.1
C 2.29384 1.10958 2.76104 0.5 -0.6 -1.1
C 0.71094 0.66937 1.16935 -2.8 0.1 -0.9
C -1.22655 0.18546 -0.21512 -1.1 0.2 -3.0
C 1.09747 -0.27212 -1.00900 1.3 3.8 1.3
N 1.99988 0.74641 1.45049 2.2 0.3 2.2
N 0.18130 0.20554 0.06701 2.4 0.7 0.8
O -1.44129 2.07749 1.81588 -2.5 0.7 -1.3
O -1.75312 -0.15191 3.40867 -0.3 -0.4 0.2
S -0.19040 1.70583 2.37126 1.1 -0.3 1.4
Br 4.14241 1.33383 2.94220 -0.7 -0.1 0.0
H 0.24890 -0.19356 4.01267 -0.3 -0.3 0.2
H -1.64888 1.18191 -0.54308 0.7 -0.9 0.7
H -1.33983 -0.48424 -1.12925 -0.1 0.6 1.4
H -1.75584 -0.20682 0.60470 -0.8 -0.3 0.9
H 1.87768 0.55627 -1.24092 -0.9 -1.5 0.7
H 1.51120 -1.17888 -0.70724 0.8 -1.6 0.0
H 0.52782 -0.25276 -1.86009 -1.3 -0.7 -2.1
H 2.72355 0.70384 0.77999 0.9 -0.4 -1.2



Entry 6:
14
Properties=species:S:1:pos:R:3:forces:R:3 method="wB97M-V/def2-TZVPD" multiplicity=1 smiles="COC(=O)O.C" de_lowest_kj_mol=52.7
C 2.65951 -0.59042 0.50408 0.6 -0.1 -0.3
O 1.26395 -0.30083 0.47710 -0.5 0.5 -0.8
C 0.76976 0.36562 -0.59011 0.6 0.5 0.2
O -0.31124 0.86975 -0.62753 -0.3 -0.3 0.2
O 1.65912 0.48323 -1.59905 0.5 -0.5 0.1
H 2.88515 -1.02057 1.47663 -0.2 -0.1 -0.1
H 2.94124 -1.27605 -0.29695 -0.1 -0.1 0.1
H 3.26871 0.30639 0.37880 -0.2 0.1 0.0
H 1.25891 0.96837 -2.33382 -0.2 0.0 0.3
C -3.27804 0.04427 0.53077 0.2 -0.5 0.4
H -2.92174 -0.36240 1.50624 -0.4 0.2 -0.8
H -3.95907 -0.62983 0.02266 -0.2 -0.3 0.2
H -3.80619 0.97845 0.68125 0.1 0.2 0.1
H -2.43007 0.16401 -0.13007 0.2 0.3 0.1



Entry 7:
73
Properties=species:S:1:pos:R:3:forces:R:3 method="wB97M-V/def2-TZVPD" multiplicity=1 smiles="N#C[C@H](S)[C@@](C#N)(CCCN)P(O)Br.O=C1c2ccccc2C(=O)c2ccccc21.O=C1c2ccccc2C(=O)c2ccccc21"
N 1.10086 -0.35640 7.44332 -0.2 -0.1 -0.1
C 0.25411 -0.84361 6.83703 0.3 0.2 0.2
C -0.80612 -1.42442 6.01510 0.1 0.1 -0.3
S -2.45536 -0.98568 6.66510 -0.1 -0.2 0.3
C -0.61577 -2.95971 5.77851 -0.6 -0.2 -0.1
C -1.89393 -3.52592 5.34388 -0.3 0.1 -0.1
N -2.87457 -3.96414 4.93398 0.2 0.0 0.1
C 0.39003 -3.27251 4.63531 0.5 -0.2 0.3
C 1.65761 -2.41883 4.65379 -0.4 0.0 -0.1
C 2.76787 -2.97459 3.75774 0.1 0.6 0.4
N 4.07597 -2.36227 4.02746 -0.2 -0.3 -0.1
P 0.06075 -3.87342 7.30621 0.2 0.0 -0.1
O -0.67225 -2.96107 8.43587 0.0 -0.3 0.2
Br -1.18727 -5.73611 7.33164 0.2 0.1 -0.1
H -0.73034 -0.94809 5.03623 0.0 -0.1 0.0
H -2.41103 0.29591 6.28897 0.1 0.1 -0.1
H -0.12417 -3.23682 3.67640 0.0 0.1 -0.1
H 0.70050 -4.31408 4.78104 -0.1 -0.1 -0.1
H 1.41339 -1.40933 4.31201 0.1 0.1 0.1
H 2.02202 -2.34110 5.67983 0.1 0.0 0.0
H 2.52413 -2.75151 2.71966 -0.1 -0.3 -0.1
H 2.84207 -4.04816 3.92439 0.1 -0.1 -0.3
H 3.95943 -1.35971 4.11113 0.1 0.0 0.0
H 4.43666 -2.70608 4.90897 0.0 0.1 0.1
H -0.27588 -3.18544 9.29190 -0.2 0.3 0.0
O 5.21700 1.98832 -3.20090 0.0 0.0 0.0
C 4.62229 1.48561 -2.27132 0.1 0.0 -0.1
C 5.18790 1.51406 -0.89210 -0.1 0.0 0.0
C 6.40511 2.14633 -0.67464 0.1 0.0 0.1
C 6.93275 2.20787 0.60355 0.0 0.0 0.0
C 6.24695 1.63865 1.67112 0.0 0.0 0.0
C 5.03942 0.99718 1.45793 0.1 0.0 0.1
C 4.50648 0.92883 0.17726 0.0 0.0 -0.1
C 3.21374 0.21869 -0.03385 -0.1 -0.1 0.1
O 2.64468 -0.33057 0.88728 0.0 0.0 0.1
C 2.63824 0.20704 -1.40768 0.1 0.1 0.0
C 1.41704 -0.41928 -1.62395 -0.1 0.0 -0.1
C 0.85269 -0.41783 -2.88777 0.0 0.0 0.0
C 1.50588 0.21088 -3.94271 0.0 0.0 0.0
C 2.72796 0.82749 -3.73561 -0.1 0.0 -0.1
C 3.30082 0.82584 -2.47008 0.0 0.0 0.1
H 6.92971 2.58819 -1.51014 -0.1 0.0 -0.1
H 7.88032 2.70221 0.77133 0.0 0.0 0.0
H 6.65805 1.69425 2.67024 0.0 0.0 0.0
H 4.50365 0.54487 2.28008 -0.1 0.0 0.0
H 0.91446 -0.90157 -0.79734 0.1 0.0 0.1
H -0.10087 -0.90075 -3.05568 0.0 0.0 0.0
H 1.05603 0.21774 -4.92694 0.0 0.0 0.0
H 3.24405 1.31542 -4.55069 0.1 0.0 0.0
O -6.70428 3.23248 -4.25666 0.0 0.0 0.0
C -5.70144 2.57071 -4.41840 -0.1 0.1 0.0
C -4.34769 3.17451 -4.25855 0.0 -0.1 0.0
C -4.24227 4.51077 -3.89507 0.1 0.1 0.0
C -2.99391 5.07966 -3.71055 0.0 0.0 0.0
C -1.84444 4.31650 -3.88671 0.0 0.0 0.0
C -1.94326 2.98791 -4.26150 0.1 0.1 0.0
C -3.19353 2.41318 -4.45361 -0.1 0.0 0.0
C -3.27777 0.98582 -4.87210 0.1 0.0 0.0
O -2.27214 0.34163 -5.08860 0.0 -0.1 0.0
C -4.62923 0.37473 -5.00919 0.0 0.1 0.0
C -4.73307 -0.96443 -5.36321 -0.1 -0.1 0.0
C -5.98002 -1.55538 -5.47057 0.0 0.0 0.0
C -7.12906 -0.81133 -5.22461 0.0 0.0 0.0
C -7.03184 0.52620 -4.88186 -0.1 -0.1 0.0
C -5.78358 1.12554 -4.77619 0.1 0.0 0.0
H -5.14107 5.09492 -3.75563 -0.1 -0.1 0.0
H -2.91374 6.11994 -3.42461 0.0 0.0 0.0
H -0.87025 4.76092 -3.73200 0.0 0.0 0.0
H -1.05466 2.38859 -4.40458 0.0 -0.1 0.0
H -3.83443 -1.53554 -5.54966 0.1 0.1 0.0
H -6.05933 -2.59907 -5.74396 0.0 0.0 0.0
H -8.10218 -1.27748 -5.30231 0.0 0.0 0.0
H -7.91984 1.11285 -4.69273 0.0 0.1 0.0



Entry 8:
15
Properties=species:S:1:pos:R:3:forces:R:3 method="wB97M-V/def2-TZVPD" multiplicity=1 de_lowest_kj_mol=106.8
C 0.21510 -1.33784 0.26794 -0.8 -0.6 -0.6
C 0.21850 0.13567 -0.25484 1.3 0.6 1.6
C -0.56589 1.17478 0.45460 -4.1 -1.1 -1.8
C -2.41456 0.84610 -0.04878 1.5 -0.3 -1.3
O -0.37140 2.43537 0.02317 0.7 0.7 -1.5
F -2.51773 1.06580 -1.44504 0.7 0.2 1.9
F -3.20895 1.73922 0.53068 0.1 0.3 0.2
Br -3.34119 -0.91992 0.07834 0.6 0.4 0.5
H -0.26600 -1.59559 1.22819 0.5 1.1 0.2
H -0.47542 -1.99649 -0.33942 1.3 0.8 -0.1
H 1.25202 -1.72695 0.30725 -0.7 0.1 -0.2
H -0.05470 0.28178 -1.24475 -0.7 -0.6 -2.2
H 1.19771 0.65722 -0.25914 0.2 -1.0 0.3
H -0.49259 1.17342 1.47701 -0.4 -0.7 2.7
H -0.71819 3.09510 0.62044 -0.2 0.0 0.3



Entry 9:
11
Properties=species:S:1:pos:R:3:forces:R:3 method="wB97M-V/def2-TZVPD" multiplicity=1 smiles="C1=CCC=CN=1" de_lowest_kj_mol=352.3
C -0.82649 -1.31740 -0.37549 0.9 0.5 -0.1
C -1.39344 -0.11597 -0.49399 -0.3 -0.1 -0.2
C -0.51180 0.82388 0.29962 -0.2 -0.2 0.6
C 0.96138 0.47490 0.09332 -0.1 -0.4 -0.1
C 1.30882 -0.79563 -0.15287 0.2 0.2 0.0
N 0.26675 -1.77810 -0.00548 -0.7 0.1 0.0
H -2.36460 0.19082 -0.83144 0.1 -0.2 -0.7
H -0.72153 1.88840 0.13202 -0.1 -0.4 -0.2
H -0.81996 0.56311 1.30707 0.6 0.7 1.0
H 1.72881 1.23315 0.25357 -0.3 -0.2 -0.1
H 2.32852 -1.15213 -0.20374 -0.1 0.0 -0.2



Entry 10:
9
Properties=species:S:1:pos:R:3:forces:R:3 method="wB97M-V/def2-TZVPD" multiplicity=1 smiles=O.O.O de_lowest_kj_mol=59.2
O -2.15804 1.48931 0.14528 0.1 -0.1 0.2
H -2.64381 2.29382 -0.03646 -0.1 0.2 0.0
H -1.78472 1.23831 -0.69962 0.1 -0.1 -0.2
O 1.94119 -0.47055 -2.39999 -0.2 0.1 -0.1
H 2.84667 -0.38048 -2.10295 0.2 0.1 0.0
H 1.62911 -1.27160 -1.97913 -0.1 -0.2 0.1
O -0.01530 -1.03198 2.73589 0.0 -0.1 0.2
H -0.05054 -0.19695 2.26927 -0.1 0.3 -0.1
H 0.23544 -1.66987 2.06773 0.0 -0.2 -0.1



Entry 11:
9
Properties=species:S:1:pos:R:3:forces:R:3 method="wB97M-V/def2-TZVPD" multiplicity=1 de_lowest_kj_mol=666.2
C -0.61621 -0.53626 -0.52330 -2.1 -0.8 2.2
N 1.13357 1.54089 0.44603 2.3 1.0 -2.0
O -2.46329 0.94988 0.74477 0.2 -0.6 -0.9
O -0.67886 0.19950 2.19557 0.5 -0.7 -1.9
O -0.06145 1.42604 -0.05248 0.3 1.1 2.4
S -1.17335 0.34297 0.84263 -0.5 1.4 1.6
H 0.36568 -0.87404 -0.38432 1.1 -0.6 -0.5
H -1.13843 -0.04954 -1.29707 -0.1 -0.3 -1.5
H 1.31978 1.60787 1.44865 -1.8 -0.4 0.6



Entry 12:
53
Properties=species:S:1:pos:R:3:forces:R:3 method="wB97M-V/def2-TZVPD" multiplicity=1 smiles="CCOC(=O)C(C)(C)N(Cc1cccc(C)c1)S(=O)(=O)c1cccc([N+](=O)[O-])c1" de_lowest_kj_mol=377.4
C 0.40131 5.84355 -0.03434 0.1 -0.4 -0.2
C 0.30449 4.85335 -1.18618 -0.4 0.4 0.1
O 1.25948 3.79628 -1.05494 0.3 0.1 -0.2
C 0.93388 2.79229 -0.26569 0.0 0.1 0.6
O -0.04130 2.76522 0.45210 0.1 0.2 0.1
C 2.00763 1.69766 -0.21036 0.3 0.5 -0.4
C 2.88001 1.65624 -1.46460 0.0 0.1 0.1
C 2.88700 2.03237 1.00096 -0.3 -0.2 0.0
N 1.33794 0.39938 -0.09170 -0.6 0.0 -0.4
C 0.95340 -0.07158 1.22741 -0.2 -0.1 0.6
C 0.42079 -1.47756 1.20278 0.1 -0.3 0.4
C -0.58419 -1.84810 2.08782 0.2 0.1 0.0
C -1.07446 -3.14217 2.07854 0.0 0.0 0.1
C -0.57595 -4.06676 1.17964 0.0 0.0 0.0
C 0.43745 -3.71602 0.29353 0.0 0.1 0.1
C 0.94579 -4.71337 -0.69844 0.0 0.0 0.0
C 0.94497 -2.42452 0.33323 0.0 -0.1 0.2
S 0.21939 0.18331 -1.34262 -0.4 -0.4 -0.5
O 0.71337 -0.84099 -2.21061 0.0 -0.3 0.0
O -0.04226 1.46044 -1.95364 -0.1 0.0 0.0
C -1.33663 -0.39668 -0.64331 0.3 0.3 -0.1
C -2.10542 0.45288 0.13180 0.0 0.2 0.0
C -3.31332 0.00027 0.64650 0.2 0.0 -0.1
C -3.73883 -1.28906 0.38439 0.0 -0.3 -0.1
C -2.96161 -2.11420 -0.42234 0.4 1.2 0.1
N -3.39423 -3.46880 -0.68046 -0.1 -0.3 -0.1
O -2.67073 -4.17259 -1.34736 0.2 -0.3 -0.3
O -4.44931 -3.81955 -0.19998 -0.3 -0.2 0.2
C -1.76374 -1.66912 -0.96221 -0.1 -0.3 -0.1
H 0.15391 5.35004 0.90204 0.0 0.0 0.1
H -0.29607 6.66028 -0.19721 -0.1 0.1 0.0
H 1.40925 6.24634 0.03290 0.1 0.1 0.0
H 0.54503 5.32931 -2.13850 0.0 -0.1 0.1
H -0.69486 4.41132 -1.23417 0.1 0.1 -0.1
H 3.61709 0.86426 -1.35652 0.1 -0.1 0.0
H 3.38419 2.60815 -1.60322 0.0 0.0 -0.1
H 2.27246 1.44905 -2.33950 0.1 0.1 -0.1
H 2.29122 2.17505 1.89905 0.0 0.0 0.1
H 3.61779 1.24453 1.16576 0.1 -0.1 0.0
H 3.41729 2.95870 0.79230 0.0 0.0 0.0
H 0.21648 0.59650 1.69408 0.1 -0.1 0.0
H 1.85522 -0.07001 1.84831 -0.1 0.1 -0.1
H -0.98850 -1.12108 2.77734 -0.1 0.1 0.0
H -1.85699 -3.42493 2.76745 -0.1 0.0 0.1
H -0.97713 -5.06929 1.15656 -0.1 -0.1 0.0
H 1.46532 -5.52674 -0.19268 0.1 -0.1 0.0
H 0.10944 -5.14138 -1.24887 0.0 -0.1 -0.1
H 1.62686 -4.24335 -1.40213 0.1 0.0 -0.1
H 1.73019 -2.13373 -0.34608 0.1 0.0 -0.1
H -1.74838 1.45279 0.32685 0.0 0.1 0.1
H -3.91714 0.65293 1.25741 0.0 0.1 0.0
H -4.66390 -1.67198 0.78853 0.0 0.0 0.0
H -1.16371 -2.29892 -1.59962 0.0 -0.1 0.0



So what do the calculations give for electronic energy? Going down the list: -6380.0325; -15996.4338; -25334.3641; -15588.9085; -93255.7462; -9383.2556; -141608.6252; -81784.5673; -6752.2567; -6239.6396; -19546.4097; -47227.1970 eV.